This record from the OMol25 dataset describes C13H15PSe2W as an isolated structure. The level of theory is ωB97M-V/def2-TZVPD.

## Properties
E_tot in hartree: -5714.8717
Gap between HOMO and LUMO (spin up / spin down) in eV: 5.494 / 3.757
Highest occupied orbital energy (spin up / spin down) in eV: -15.0 / -15.3

ORCA input file:
```
! RIJCOSX wB97M-V def2-TZVPD def2/J DEFGRID3
* xyz 2 3
W 0.2817 -0.1701 -2.9872
C -0.6287 0.0593 -4.9233
H 0.4428 0.4012 -4.8888
H -0.7351 -0.9700 -5.2312
H -1.0942 0.8025 -5.5575
H -1.2491 0.3094 -3.8989
H -1.4468 0.5205 -2.8125
Se 2.1664 1.1134 -2.9865
P -0.1331 0.0481 -0.7324
Se 0.7444 -2.3807 -3.1671
C -0.0378 1.3849 0.4656
C 1.1989 1.6433 1.0899
C 1.2635 2.5134 2.1807
C 0.0981 3.1432 2.6399
C -1.1351 2.8989 2.0111
C -1.2049 2.0380 0.9183
C -0.0081 -1.3066 0.4381
C -1.0821 -1.4817 1.3378
C -0.9568 -2.3702 2.4010
C 0.2132 -3.1356 2.5392
C 1.2538 -3.0084 1.6143
C 1.1396 -2.1068 0.5576
H 2.1050 1.1379 0.7453
H 2.2182 2.6988 2.6837
H 0.1487 3.8256 3.4971
H -2.0399 3.3818 2.3946
H -2.1553 1.8468 0.4260
H -1.9914 -0.8929 1.2105
H -1.7669 -2.4680 3.1300
H 0.3005 -3.8398 3.3680
H 2.1576 -3.6101 1.7260
H 1.9332 -2.0261 -0.1891
*
```

=====

This record from the OMol25 dataset describes C13H16BiN3S4Se as an isolated structure. The level of theory is ωB97M-V/def2-TZVPD.

## Properties
E_tot in hartree: -4877.4300
Gap between HOMO and LUMO in eV: 6.531
Highest occupied orbital energy in eV: -14.6

ORCA input file:
```
! RIJCOSX wB97M-V def2-TZVPD def2/J DEFGRID3
* xyz 2 1
Bi 0.2679 -0.0656 -0.1993
C -1.7589 -2.2835 1.8961
C -1.7314 -1.1866 2.9473
S -0.3312 -0.0164 2.7754
C -1.1188 1.6318 2.8045
C -2.2392 1.8881 1.8139
S -1.7814 1.7510 0.0374
C -3.0755 0.6406 -0.6426
C -3.3161 -0.6704 0.0739
S -1.8780 -1.8203 0.1224
H -2.6038 -2.9464 2.0886
H -0.8535 -2.8911 1.9372
H -1.6049 -1.6719 3.9152
H -2.6579 -0.6181 2.9881
H -0.2830 2.3159 2.6492
H -1.4960 1.8020 3.8129
H -2.5783 2.9173 1.9367
H -3.0925 1.2381 1.9873
H -2.7669 0.4893 -1.6762
H -3.9975 1.2249 -0.6473
H -4.0957 -1.2103 -0.4651
H -3.6550 -0.5381 1.0976
S 0.2355 0.0169 -4.8820
C -0.0561 0.0326 -3.3655
N -0.3183 0.0430 -2.1800
Se 4.0858 1.4575 -0.4146
N 2.8502 0.1624 -0.3199
C 3.4977 -0.9981 -0.1425
C 2.9219 -2.2908 -0.0493
C 3.7413 -3.3648 0.1349
C 5.1535 -3.2256 0.2342
C 5.7542 -2.0103 0.1469
C 4.9386 -0.8642 -0.0458
N 5.3954 0.3720 -0.1577
H 1.8491 -2.4293 -0.1501
H 3.3176 -4.3586 0.1987
H 5.7546 -4.1135 0.3737
H 6.8272 -1.8934 0.2110
*
```

=====

This record from the OMol25 dataset describes C13H16GaI2N3O as an isolated structure. The level of theory is ωB97M-V/def2-TZVPD.

## Properties
E_tot in hartree: -3264.6277
Gap between HOMO and LUMO in eV: 3.556
Highest occupied orbital energy in eV: 0.6

ORCA input file:
```
! RIJCOSX wB97M-V def2-TZVPD def2/J DEFGRID3
* xyz -2 1
C 1.8475 1.8424 -1.0373
I 4.0182 -0.4294 -1.0582
H 2.0148 2.8224 -1.5102
H 1.9873 1.0906 -1.8206
H 2.5461 1.8049 -0.1893
C 0.0069 -2.2109 -3.7367
C -0.4084 -0.8708 -1.9433
N -0.0502 -2.1203 -2.3501
H -0.4424 -0.6492 -5.2265
I -3.3574 -0.7408 0.1870
N -0.5919 -0.1955 -3.1176
H 0.2229 -3.1220 -4.2607
Ga -0.8803 -0.1473 -0.1881
C 0.4181 1.6801 -0.5066
O -0.3188 2.5065 -0.0127
C -0.3234 -0.9991 -4.2122
C -0.9728 1.1968 -3.2311
H -1.4639 1.3380 -4.1977
H -0.1125 1.8756 -3.1957
H -1.6733 1.4917 -2.4443
C 0.2883 -3.2018 -1.4637
H 0.4433 -4.1068 -2.0606
H -0.5158 -3.4035 -0.7354
H 1.2085 -2.9796 -0.9029
N -0.0924 -0.3323 1.5404
C -0.1682 0.1705 2.7429
C 0.5337 -0.4525 3.8609
C 0.3142 -0.0441 5.1711
C -0.5230 1.0553 5.4520
C -1.1450 1.7452 4.4027
C -0.9519 1.3506 3.0913
H 1.2100 -1.2742 3.6237
H 0.7960 -0.5833 5.9860
H -0.6779 1.3757 6.4766
H -1.7921 2.6082 4.6078
H -1.3944 1.9090 2.2590
*
```

=====

This record from the OMol25 dataset describes C13H16IN3SSn as an isolated structure. The level of theory is ωB97M-V/def2-TZVPD.

## Properties
E_tot in hartree: -1578.8452
Gap between HOMO and LUMO in eV: 7.364
Highest occupied orbital energy in eV: -15.5

ORCA input file:
```
! RIJCOSX wB97M-V def2-TZVPD def2/J DEFGRID3
* xyz 2 1
C 0.4682 -2.5733 -1.2230
C -0.9075 -2.2421 -1.6703
H 1.2522 -2.1757 -1.8615
H 0.7582 -3.5695 -0.9175
H 0.6440 -1.9418 -0.2929
H -0.9613 -1.1727 -1.1807
H -1.0758 -2.1179 -2.7425
H -1.7087 -2.7868 -1.1877
Sn -0.1078 0.5230 0.4824
C -0.7214 -0.7749 2.0832
H -1.8071 -0.6359 2.2499
H -0.1448 -0.4243 2.9623
H -0.4816 -1.8301 1.8441
I 0.8809 1.3326 -2.0170
N 1.6029 3.7456 1.9325
C 2.8561 3.1132 1.8503
C 4.1497 3.6548 1.8746
C 5.2077 2.8046 1.5376
C 4.9787 1.4595 1.1288
C 3.6529 0.9467 1.1078
C 2.6256 1.7992 1.5188
N 1.2372 1.6515 1.4580
C 0.6209 2.8525 1.6847
C -0.7823 3.0830 1.3479
C -1.6094 4.1541 1.4095
S -3.1758 3.8488 0.7181
C -2.7215 2.2790 0.3066
N -1.4639 2.0440 0.7110
H 1.4146 4.7334 2.1016
H 4.2832 4.6877 2.1509
H 6.2424 3.1688 1.5790
H 5.8466 0.8348 0.8400
H 3.4545 -0.0624 0.7620
H -1.3106 5.0833 1.8596
H -3.3447 1.5614 -0.1995
*
```

=====

This record from the OMol25 dataset describes C13H16IrN5O2S2 as an isolated structure. The level of theory is ωB97M-V/def2-TZVPD.

## Properties
E_tot in hartree: -1829.6650
Gap between HOMO and LUMO (spin up / spin down) in eV: 5.970 / 6.677
Highest occupied orbital energy (spin up / spin down) in eV: -12.1 / -12.3

ORCA input file:
```
! RIJCOSX wB97M-V def2-TZVPD def2/J DEFGRID3
* xyz 1 2
Ir -1.6734 0.3432 0.5863
S -3.5209 1.3348 -0.2087
C -4.8107 0.4075 0.4186
C -6.1184 0.9806 0.3949
N -7.1595 1.4658 0.4146
C -4.5874 -0.8802 0.8538
S -3.0094 -1.5021 0.9219
C -5.6606 -1.7697 1.1702
N -6.5132 -2.4977 1.4187
C 3.1652 0.0106 -2.1363
C 2.0692 1.0445 -1.9951
N 0.9681 0.4673 -1.2328
C 1.0704 -0.5223 -0.3335
N -0.0540 -0.9084 0.3124
C 0.0236 -2.1043 1.1816
C 1.1686 -3.0159 0.8044
C 2.4390 -2.2022 0.7941
N 2.2673 -1.0951 -0.1433
C 3.4762 -0.5384 -0.7591
H 4.0572 0.4583 -2.5711
H 2.8335 -0.7977 -2.7900
H 1.6822 1.3528 -2.9642
H 2.4503 1.9338 -1.4847
H 0.0317 0.7838 -1.4193
H -0.9103 -2.6529 1.1013
H 0.1316 -1.7824 2.2206
H 0.9991 -3.4370 -0.1891
H 1.2409 -3.8363 1.5167
H 3.2825 -2.7973 0.4478
H 2.6820 -1.8253 1.7923
H 4.2112 -1.3386 -0.8156
H 3.8863 0.2458 -0.1151
C 0.3651 4.1442 0.2116
O -0.3361 3.0192 -0.4126
C -0.8730 2.1545 0.3748
O -0.8519 2.1474 1.6112
H -0.3625 4.8980 0.4984
H 1.0289 4.5219 -0.5568
H 0.9112 3.7899 1.0815
*
```

=====

This record from the OMol25 dataset describes one molecule with the formula C13H16N2O4S. The level of theory is ωB97M-V/def2-TZVPD.

## Properties
E_tot in hartree: -1313.5229
Gap between HOMO and LUMO in eV: 9.094
Highest occupied orbital energy in eV: -9.8

ORCA input file:
```
! RIJCOSX wB97M-V def2-TZVPD def2/J DEFGRID3
* xyz 0 1
O -1.9258 -2.2310 0.4938
N -2.9440 -1.9437 -0.1020
O -3.6612 -2.7215 -0.6765
C -3.3649 -0.5644 -0.0381
C -4.7112 -0.3081 0.1949
C -5.1396 1.0000 0.3363
C -4.2315 2.0430 0.2322
C -2.8974 1.7781 -0.0370
C -2.4543 0.4751 -0.1633
S -0.7573 0.2138 -0.7463
O -0.8193 -0.8755 -1.6774
O -0.3104 1.4842 -1.2315
N -0.0119 -0.1562 0.6895
C 1.4396 -0.1968 0.8471
C 2.1153 1.1577 0.5615
C 3.2038 0.7929 -0.4539
C 4.2681 -0.0564 0.2535
C 3.5586 -1.4113 0.4572
C 2.1607 -1.1558 -0.1187
C 2.4827 -0.2502 -1.3056
H -5.3992 -1.1370 0.2686
H -6.1824 1.2035 0.5238
H -4.5657 3.0631 0.3409
H -2.1771 2.5681 -0.1763
H -0.4202 -1.0361 0.9849
H 1.5931 -0.5063 1.8865
H 2.5216 1.6101 1.4655
H 1.3956 1.8424 0.1199
H 3.6071 1.6542 -0.9828
H 4.5800 0.3923 1.1961
H 5.1522 -0.1660 -0.3745
H 3.5215 -1.7092 1.5049
H 4.0571 -2.2046 -0.0995
H 1.5875 -2.0561 -0.3344
H 1.5992 0.1397 -1.8031
H 3.1298 -0.7321 -2.0363
*
```

=====

This record from the OMol25 dataset describes C13H17AuIN7S as an isolated structure. The level of theory is ωB97M-V/def2-TZVPD.

## Properties
E_tot in hartree: -1719.6856
Gap between HOMO and LUMO in eV: 3.832
Highest occupied orbital energy in eV: -14.3

ORCA input file:
```
! RIJCOSX wB97M-V def2-TZVPD def2/J DEFGRID3
* xyz 2 1
Au 0.1267 0.1914 0.0126
C -1.1170 -2.6797 -0.4239
C 0.2018 -2.9212 0.3181
N 0.5447 -1.8352 1.2397
C -0.0926 -1.8432 2.5547
C -1.5611 -1.4226 2.5698
S -1.9687 0.0991 1.6232
C -3.1389 -0.5151 0.3550
C -2.5416 -0.7314 -1.0320
N -1.1886 -1.3178 -0.9916
H -1.9617 -2.8309 0.2434
H -1.1955 -3.4286 -1.2180
H 1.0076 -2.9857 -0.4152
H 0.1307 -3.8800 0.8456
H 1.5454 -1.8690 1.3979
H 0.4718 -1.1623 3.1920
H -0.0458 -2.8432 3.0044
H -1.8274 -1.1876 3.6013
H -2.2213 -2.2139 2.2270
H -3.9199 0.2450 0.2932
H -3.5904 -1.4226 0.7498
H -2.4622 0.2279 -1.5476
H -3.2373 -1.3641 -1.6004
H -0.8402 -1.3579 -1.9472
I 6.0369 -0.2168 -2.4120
C 3.9447 -0.1614 -2.3794
C 3.0815 -0.3719 -3.4430
N 1.8394 -0.2471 -2.9582
N 1.8444 0.0382 -1.6483
C 3.1109 0.0955 -1.2778
H 3.2954 -0.6040 -4.4692
H 0.9870 -0.2723 -3.4996
H 3.3996 0.3200 -0.2708
N 0.9667 1.8208 0.8502
C 1.5862 2.4119 1.6376
C 2.3568 3.1083 2.5227
C 3.7373 3.1739 2.2798
N 4.8662 3.1715 2.0746
C 1.8071 3.6670 3.6837
N 1.3708 4.0977 4.6534
*
```

=====

This record from the OMol25 dataset describes C13H17BrEuN2 as an isolated structure. The level of theory is ωB97M-V/def2-TZVPD.

## Properties
E_tot in hartree: -3899.2135
Gap between HOMO and LUMO (spin up / spin down) in eV: 6.313 / 6.629
Highest occupied orbital energy (spin up / spin down) in eV: -7.1 / -7.3

ORCA input file:
```
! RIJCOSX wB97M-V def2-TZVPD def2/J DEFGRID3
* xyz 0 8
C 1.5950 -1.3306 3.1839
C -0.9905 -3.0494 -0.6538
H 2.7307 -1.1926 3.0095
H 1.4973 -2.4621 3.0682
H 1.4661 -0.7672 4.1652
H -0.7905 -2.7618 -1.7003
H -0.2571 -3.7240 -0.1874
H -2.0714 -3.3379 -0.6822
C 2.3090 0.7805 1.4730
C 3.2545 1.7786 1.2874
C 3.1181 2.5242 0.1126
C 2.0977 2.2001 -0.7781
H 2.2866 0.3568 2.4635
H 3.9842 1.9128 2.0706
H 3.7958 3.3510 -0.0718
H 1.9176 2.7983 -1.6398
N 1.4626 0.3299 0.5553
C 1.2577 1.0845 -0.5536
C 0.0870 0.8088 -1.4060
N -0.7297 -0.2073 -1.0446
C -1.9001 -0.3506 -1.6974
C -1.3898 1.4525 -3.2013
C -2.2463 0.4103 -2.8231
H -2.5778 -1.0979 -1.2734
H -3.1750 0.1821 -3.3410
C -0.2314 1.6659 -2.4755
H 0.4229 2.4899 -2.6809
H -1.6299 2.1039 -4.0379
Eu -0.0258 -1.6844 1.1920
C -3.2715 -1.1671 1.1052
H -3.9563 -1.7018 0.4187
H -3.3858 -0.0724 1.0344
H -3.2213 -1.5580 2.1357
Br -1.4327 0.2349 2.9729
*
```

=====

Number 8 is which compound? C13H17BrEuN2